Entry from the OMol25 dataset: a structure of composition C4H7O3S at a distorted geometry (ωB97M-V/def2-TZVPD).

Atoms and positions in Å:
S: -0.91 0.39 1.82
O: -2.28 -2.11 -0.45
O: -1.23 1.22 -1.37
O: -3.28 -0.11 -0.36
C: -2.44 -0.94 -0.64
C: -1.07 -0.19 -1.10
C: 0.01 -0.47 0.52
C: 1.41 0.15 0.31
H: 2.09 0.05 1.19
H: -2.04 1.48 -0.87
H: -2.14 0.05 1.60
H: -0.72 -0.69 -2.07
H: 1.27 1.22 -0.06
H: 1.92 -0.29 -0.53
H: -0.02 -1.49 0.69

- HOMO (eV) = -4.1144
- charge = -1
- frontier orbital gap (Eh) = 0.2793
- energy above the lowest of the compared OMol25 structures with the same formula, charge and spin (eV) = 1.231

Atomic partial charges in e from the Löwdin method, atoms 1 to 5: S 0.71; O -0.01; O -0.13; O -0.06; C -0.83